Record 1
C33H26As2N2O8Pd as an isolated structure at a distorted geometry, computed with ωB97M-V with the def2-TZVPD basis set.

Positions of all 72 atoms, in Å:
Pd -0.85 -0.41 0.92
As -0.73 2.27 0.93
As 1.84 -0.23 0.89
O -4.97 -1.23 0.82
O -4.82 -7.31 1.10
O 0.65 -4.62 1.17
O -2.92 -0.44 0.87
O -0.88 -0.42 2.65
O -6.23 -5.70 0.97
O -0.24 -6.56 1.23
O -0.92 -2.52 1.02
N -5.08 -6.11 1.03
N -0.33 -5.32 1.17
C -2.71 -5.63 1.10
C -2.51 6.14 0.53
C -3.75 -1.40 0.87
C -4.00 -5.17 1.03
C 5.68 -2.00 0.15
C -0.64 2.32 -3.83
C -1.34 1.33 -1.76
C -1.03 4.77 2.42
C -0.02 3.33 -1.74
C 5.93 -0.45 1.96
C 3.77 -0.73 0.92
C 2.23 -0.40 -2.05
C -3.27 -2.86 0.95
C 0.07 -2.08 -2.50
C 1.93 -0.81 -3.34
C 2.14 1.69 0.45
C -1.66 -4.74 1.10
C -1.89 -3.31 1.03
C 0.37 -1.66 -1.21
C -2.17 6.76 1.72
C -2.10 4.83 0.28
C 1.20 2.65 1.20
C 6.49 -1.38 1.10
C -1.43 6.07 2.67
C 4.33 -1.68 0.06
C 4.59 -0.14 1.88
C -1.34 4.13 1.22
C -0.69 2.33 -1.04
C -1.32 1.32 -3.15
C 1.45 -0.82 -0.97
C 0.85 -1.66 -3.57
C -4.27 -3.79 0.95
C 0.00 3.33 -3.13
H 6.55 0.03 2.71
H -1.82 0.53 -3.69
H 1.41 3.67 0.87
H 0.53 4.11 -3.67
H -2.38 4.37 -0.66
H 3.08 0.25 -1.89
H 1.39 2.60 2.27
H -3.09 6.67 -0.22
H 3.17 1.96 0.70
H -2.52 -6.69 1.16
H 6.11 -2.73 -0.53
H 2.54 -0.48 -4.17
H -1.87 0.54 -1.22
H 4.17 0.59 2.56
H -0.78 -2.73 -2.67
H 0.61 -1.98 -4.57
H -2.49 7.78 1.91
H 3.72 -2.18 -0.68
H -0.62 2.31 -4.92
H 2.02 1.85 -0.63
H -5.29 -3.45 0.90
H -1.17 6.55 3.61
H 0.49 4.13 -1.21
H -0.45 4.24 3.17
H 7.54 -1.63 1.16
H -0.25 -2.00 -0.37

The HOMO energy (alpha / beta) is -0.0341 / -0.0356 hartree. As for the gap between HOMO and LUMO (alpha / beta): 5.10 / 5.14 eV. The charge is -2. The calculation puts the energy above the lowest of the compared OMol25 structures with the same formula, charge and spin at 102.89 kcal/mol. Its LUMO energy (alpha / beta) is 4.176 / 4.176 eV.

Record 2
One molecule with the formula H5N3 at a distorted geometry, computed with ωB97M-V with the def2-TZVPD basis set.

Positions of all 8 atoms, in Å:
N 0.82 -0.54 -0.63
N -0.93 0.51 0.59
N -0.53 -0.12 -0.58
H 0.94 -1.40 -0.26
H -0.74 0.70 -1.28
H -0.12 1.21 0.80
H 1.53 -0.11 0.04
H -0.96 -0.24 1.32

The HOMO energy is -0.3434 hartree. As for the gap between HOMO and LUMO: 10.52 eV. The charge is 0. The calculation puts the energy above the lowest of the compared OMol25 structures with the same formula, charge and spin at 16.47 kcal/mol. Its LUMO energy is 1.171 eV. Its SMILES is NNN.

Record 3
C27H25N3OOsS3 as an isolated structure, computed with ωB97M-V with the def2-TZVPD basis set.

Positions of all 60 atoms, in Å:
Os -0.06 -0.40 0.34
S 3.01 -0.31 1.13
S -0.30 1.97 -0.16
S -4.47 -1.08 1.60
O 1.92 0.05 0.05
N -1.84 -0.68 0.86
N -2.70 2.60 0.98
N -2.79 2.20 -1.17
C 3.29 -4.25 0.32
C -2.02 2.25 -0.09
C 4.51 0.30 -1.10
C 3.42 -2.88 0.19
C 2.99 -2.06 1.23
C -0.58 -5.83 -0.51
C 4.51 0.05 0.26
C -4.13 2.78 0.66
C 0.78 -2.07 -1.81
C 6.90 0.57 -0.98
C -0.16 -4.56 -0.95
C -1.10 -6.01 0.75
C -2.24 2.66 2.35
C -2.99 -0.86 1.18
C 0.39 -4.39 -2.24
C -0.80 -3.66 1.21
C 0.86 -3.16 -2.66
C 2.46 -2.59 2.41
C -0.28 -3.45 -0.08
C 2.35 -3.97 2.53
C 5.73 0.57 -1.72
C 0.18 -2.17 -0.54
C 5.67 0.06 1.02
C -4.15 2.70 -0.88
C 6.87 0.31 0.39
C 2.76 -4.79 1.49
C -1.20 -4.91 1.61
H -0.89 -2.83 1.90
H 2.68 -5.86 1.59
H 3.59 0.32 -1.66
H -0.50 -6.67 -1.19
H 7.84 0.77 -1.46
H -4.29 3.67 -1.35
H -1.60 -5.05 2.61
H 5.64 -0.13 2.09
H 3.63 -4.90 -0.47
H -4.71 1.99 1.13
H 2.15 -1.94 3.22
H 0.46 -5.25 -2.90
H 1.30 -3.05 -3.65
H -2.56 3.60 2.80
H -1.15 2.61 2.37
H 5.76 0.78 -2.78
H 1.96 -4.40 3.44
H -4.90 2.01 -1.25
H 3.85 -2.44 -0.70
H -1.42 -6.99 1.07
H 1.18 -1.12 -2.14
H -4.47 3.74 1.03
H 7.79 0.33 0.97
H -2.66 1.83 2.93
H -2.40 2.12 -2.09

The HOMO energy (alpha / beta) is -0.5049 / -0.5125 hartree. As for the gap between HOMO and LUMO (alpha / beta): 8.34 / 5.63 eV. The charge is +2. As for the multiplicity: 5. The calculation puts the energy above the lowest of the compared OMol25 structures with the same formula, charge and spin at 0.00 kcal/mol. Its LUMO energy (alpha / beta) is -5.399 / -8.316 eV.

Record 4
A 2-piece molecular cluster, C4H2F2O overall at a distorted geometry, computed with ωB97M-V with the def2-TZVPD basis set.

Positions of all 9 atoms, in Å:
F -1.05 0.78 -1.25
F -2.10 0.52 0.63
O 1.75 0.92 -0.53
C -0.93 0.35 -0.02
C -0.50 -2.25 -0.37
C 0.32 0.23 0.67
C -0.22 -1.06 -0.05
H 0.47 0.39 1.70
H 2.26 0.13 -0.78

The HOMO energy is -0.4033 hartree. As for the gap between HOMO and LUMO: 9.26 eV. The charge is 0. The calculation puts the energy above the lowest of the compared OMol25 structures with the same formula, charge and spin at 163.48 kcal/mol. Its LUMO energy is -1.719 eV.

Record 5
C34H41Br2ClF16LiMgO15S2 as an isolated structure at a distorted geometry, computed with ωB97M-V with the def2-TZVPD basis set.

Positions of all 113 atoms, in Å:
Br -3.35 2.69 5.47
Br 11.23 -5.40 6.54
Cl -3.05 3.35 1.22
S -2.94 -1.48 5.45
S -2.86 5.53 -5.93
Mg -2.23 -5.10 2.70
F -1.76 -0.69 -0.73
F -2.39 1.59 -3.35
F -4.44 -0.24 -2.97
F -5.03 -3.64 -0.62
F -5.69 -2.05 1.61
F -4.53 -0.28 -0.10
F -3.50 -2.17 -2.93
F 6.13 -5.17 2.83
F -3.15 1.80 -1.29
F 6.20 -7.05 1.79
F -4.54 -3.88 1.83
F -1.06 1.54 -1.70
F 4.65 -6.69 3.25
F -5.80 -1.48 -1.34
F -1.44 -0.89 -2.86
F -2.94 -3.16 -0.39
O 2.47 2.30 -3.89
O -1.51 6.02 -5.89
O -1.63 -2.36 4.96
O 2.96 8.79 -5.36
O 3.10 7.34 -7.10
O 0.87 3.50 -3.28
O -4.10 -2.20 5.03
O 2.14 2.56 -1.72
O 7.46 -8.10 3.99
O -2.60 -0.18 4.61
O 6.80 -6.30 5.15
O -2.84 -1.38 6.86
O -3.74 5.60 -4.77
O 0.66 -2.17 2.13
O 1.83 6.95 -5.27
C -2.22 -2.64 2.70
C 1.85 2.78 -2.90
C -2.84 3.84 -6.55
C -3.58 3.87 -7.90
C -4.52 -1.36 -0.91
C 2.67 7.66 -6.02
C -1.32 0.55 2.55
C 7.56 -6.73 6.30
C -4.47 -2.58 1.39
C 2.88 -5.06 1.63
C -2.29 -0.40 -1.93
C 1.22 -3.32 1.58
C 5.96 -6.49 2.98
C -3.68 -1.08 -2.19
C 1.13 -5.06 -0.05
C -1.39 -0.33 3.82
C -0.74 1.15 5.98
C 2.35 -3.89 2.15
C 3.86 9.65 -6.05
C -2.25 1.15 -2.08
C 2.24 -5.62 0.54
C -3.37 -1.79 2.12
C 0.61 -3.89 0.49
C -0.28 0.17 4.83
C 1.43 5.70 -5.85
C -1.35 2.78 1.45
C 9.04 -6.35 6.17
C -1.11 2.07 2.81
C -1.25 -1.86 3.67
C -3.69 6.24 -7.34
C -4.18 -2.69 -0.15
C 6.85 -7.07 4.09
C 0.14 -2.48 3.44
C -3.40 5.28 -8.48
Li -3.81 3.20 -2.50
H 0.00 -3.57 3.51
H 2.29 5.05 -5.99
H -1.92 2.41 3.48
H 7.43 -7.81 6.45
H -1.80 3.54 -6.67
H -0.12 2.31 3.20
H 2.76 -3.38 3.02
H 0.21 1.61 6.33
H 7.12 -6.23 7.16
H 9.10 -5.29 5.98
H 4.01 10.52 -5.43
H 9.49 -6.86 5.32
H -4.06 5.45 -9.33
H -3.89 -1.17 2.85
H -1.16 2.08 0.64
H -3.31 7.25 -7.51
H -0.49 0.24 1.90
H -4.64 3.67 -7.74
H -1.12 0.54 6.80
H 2.64 -6.56 0.15
H 4.81 9.16 -6.21
H 0.88 -2.22 4.20
H -3.20 3.10 -8.57
H -4.76 6.28 -7.12
H -2.92 -1.18 1.33
H 0.16 -0.69 5.35
H 3.76 -5.49 2.10
H 0.56 0.61 4.26
H -2.37 5.41 -8.83
H -3.33 3.18 -5.84
H 0.61 -5.48 -0.90
H -0.27 -3.40 0.07
H -2.58 -3.54 3.27
H 0.75 5.22 -5.15
H -0.64 3.61 1.32
H 0.91 5.87 -6.79
H -1.66 -3.04 1.84
H 3.43 9.97 -7.00
H -2.27 0.50 2.01
H 9.61 -6.60 7.07
H -1.45 2.05 5.73

The HOMO energy is -0.1566 hartree. As for the gap between HOMO and LUMO: 0.93 eV. The charge is -1. Its LUMO energy is -3.333 eV.

Record 6
A 2-piece molecular cluster, C4H7NO2 overall, computed with ωB97M-V with the def2-TZVPD basis set.

Positions of all 14 atoms, in Å:
O -0.40 -1.29 0.42
O -1.94 0.94 0.70
N 1.60 0.75 0.03
C -1.59 -1.16 0.24
C -0.83 1.46 0.04
C 0.39 0.92 0.01
C 2.34 -0.36 -0.55
H 2.79 -0.07 -1.50
H -2.03 -0.90 -0.74
H 3.15 -0.59 0.14
H -1.78 0.86 1.65
H 1.72 -1.26 -0.70
H -2.32 -1.43 1.02
H -1.11 2.12 -0.76

The HOMO energy is -0.3016 hartree. As for the gap between HOMO and LUMO: 8.94 eV. The charge is 0. The calculation puts the energy above the lowest of the compared OMol25 structures with the same formula, charge and spin at 95.69 kcal/mol. Its LUMO energy is 0.734 eV. Its SMILES is CN=C=CO.C=O.

Record 7
C15H31BrIrP2 as an isolated structure at a distorted geometry, computed with ωB97M-V with the def2-TZVPD basis set.

Positions of all 50 atoms, in Å:
Ir -0.68 -0.47 0.59
Br -1.29 1.67 -0.22
P 0.06 2.04 -5.22
P -0.42 -1.88 -5.53
C 1.49 -1.12 -3.91
C 0.10 -1.56 -3.94
C 1.13 -2.56 -6.24
C -0.69 -0.42 -6.58
C 2.02 0.18 -3.66
C 0.09 -2.18 1.21
C -1.28 3.04 -6.05
C 1.45 3.19 -5.69
C 0.38 0.72 -6.42
C -1.71 0.53 -3.67
C 0.40 2.24 -3.48
C -1.68 -3.10 -5.81
C 1.30 1.27 -2.75
C -1.02 1.88 -3.82
C -1.02 -0.75 -3.14
H 2.30 0.66 -4.63
H -1.87 -1.45 -3.07
H -2.51 0.74 -2.95
H -0.78 -0.63 -2.07
H 3.01 0.00 -3.19
H 1.41 0.31 -6.30
H -1.53 -3.52 -6.82
H 0.95 -2.98 -7.23
H -0.94 3.41 -7.02
H -0.58 -2.65 1.96
H -2.17 2.42 -6.18
H -1.60 -3.89 -5.06
H 0.84 0.85 -1.82
H 0.05 -2.57 -3.45
H 0.27 -2.86 0.34
H -0.63 -0.79 -7.62
H 0.39 1.28 -7.38
H 1.30 3.52 -6.73
H 0.58 3.27 -3.20
H 2.22 -1.90 -4.22
H -1.72 -0.05 -6.43
H 1.90 -1.78 -6.31
H -1.70 2.73 -3.68
H 2.17 1.84 -2.37
H 2.42 2.66 -5.60
H -1.55 3.89 -5.41
H -2.24 0.28 -4.60
H 1.52 -3.35 -5.59
H -2.67 -2.62 -5.76
H 1.46 4.06 -5.02
H 1.06 -1.90 1.68

The HOMO energy (alpha / beta) is -0.5284 / -0.5337 hartree. As for the gap between HOMO and LUMO (alpha / beta): 8.90 / 6.65 eV. The charge is +2. As for the multiplicity: 6. The calculation puts the energy above the lowest of the compared OMol25 structures with the same formula, charge and spin at 0.00 kcal/mol. Its LUMO energy (alpha / beta) is -5.476 / -7.876 eV.

Record 8
A 10-piece molecular cluster, C17H52ClO13 overall at a distorted geometry, computed with ωB97M-V with the def2-TZVPD basis set.

Positions of all 83 atoms, in Å:
Cl 0.09 -0.10 0.40
O 5.07 1.82 2.20
O 1.19 0.74 -0.04
O -0.34 0.37 1.69
O -1.93 -0.41 -3.23
O -2.54 2.71 0.94
O 0.60 -1.44 0.46
O 0.86 2.92 3.27
O -4.04 -3.58 0.50
O 3.16 -1.81 -1.61
O 1.09 -2.50 6.30
O -6.56 -0.38 -1.24
O -1.02 0.01 -0.50
O 2.83 4.72 -2.18
C 1.88 3.99 -1.44
C -1.61 -1.76 -3.57
C 5.20 -2.14 -2.76
C -5.43 -0.01 0.85
C -0.44 -1.09 5.09
C 4.45 1.37 1.01
C -4.32 0.58 -1.35
C 3.75 -0.08 -3.16
C 0.18 -2.49 5.22
C -1.98 -1.95 -5.03
C -5.62 0.48 -0.57
C -2.75 -2.97 0.59
C 0.90 -2.89 3.93
C -0.10 -1.97 -3.36
C 4.27 -1.10 -2.16
C 2.08 3.51 2.84
C -1.75 3.83 0.61
H 2.23 3.99 -0.39
H 1.87 2.93 -1.69
H 6.01 -1.63 -3.28
H -3.72 1.36 -0.88
H -4.19 -4.05 1.33
H 2.81 5.66 -2.02
H 0.17 -2.08 -2.31
H -1.11 3.63 -0.26
H -2.21 -2.42 -2.94
H 4.57 0.41 -3.69
H 3.71 2.08 0.61
H -2.46 -2.44 -0.32
H -3.07 -2.03 -5.15
H 2.76 3.85 3.62
H -2.80 -2.20 1.37
H 5.63 -2.77 -1.98
H -0.90 -0.75 6.02
H -1.23 -1.06 4.33
H -6.21 -1.27 -1.35
H -5.01 -1.02 0.83
H 1.26 -3.91 4.00
H 4.68 -2.73 -3.52
H -4.69 0.60 1.38
H -4.57 0.83 -2.38
H 0.85 4.35 -1.44
H 1.88 4.35 2.16
H -1.67 -1.11 -5.66
H -1.97 -3.73 0.69
H 1.54 -1.66 6.35
H 3.81 0.51 1.20
H -0.61 -3.23 5.34
H 3.07 -0.52 -3.89
H 3.13 0.69 -2.69
H 2.57 2.69 2.31
H -1.12 4.18 1.43
H -3.70 -0.32 -1.33
H 5.41 2.70 2.03
H -6.09 1.47 -0.62
H -1.60 -0.28 -2.33
H 5.17 1.17 0.23
H -1.48 -2.81 -5.48
H 4.81 -0.60 -1.34
H 0.55 2.37 2.53
H 0.30 -2.79 -3.96
H 0.31 -0.34 4.84
H 0.43 -1.07 -3.68
H -1.94 1.96 1.00
H 0.25 -2.78 3.06
H 2.48 -1.17 -1.35
H -2.39 4.69 0.39
H -6.38 0.06 1.38
H 1.70 -2.15 3.79

The HOMO energy is -0.2713 hartree. As for the gap between HOMO and LUMO: 9.75 eV. The charge is -1. The calculation puts the energy above the lowest of the compared OMol25 structures with the same formula, charge and spin at 10.15 kcal/mol. Its LUMO energy is 2.373 eV.

Record 9
One molecule with the formula CH3N3S at a distorted geometry, computed with ωB97M-V with the def2-TZVPD basis set.

Positions of all 8 atoms, in Å:
S 1.13 0.20 0.64
N -1.31 -0.09 0.48
N -1.74 -1.06 0.91
N 1.57 -1.18 0.09
C -0.71 0.86 -0.24
H 2.18 -1.13 -0.67
H -0.59 1.90 0.02
H -0.53 0.49 -1.23

The HOMO energy is -0.2820 hartree. As for the gap between HOMO and LUMO: 7.49 eV. The charge is 0. The calculation puts the energy above the lowest of the compared OMol25 structures with the same formula, charge and spin at 60.30 kcal/mol. Its LUMO energy is -0.181 eV.

Record 10
C20H43InN2P3S as an isolated structure at a distorted geometry, computed with ωB97M-V with the def2-TZVPD basis set.

Positions of all 70 atoms, in Å:
In -0.22 -0.50 -0.03
S 1.84 -1.94 0.27
P -0.81 -1.04 -2.50
P -2.38 2.44 -0.42
P -1.88 -2.18 1.07
N 0.25 0.58 1.86
N 1.06 1.32 4.09
C -3.99 2.83 0.26
C 1.82 2.57 4.20
C 2.78 -1.60 -1.15
C 4.06 1.29 1.83
C 3.32 -0.32 -1.38
C -2.31 2.94 -2.15
C 0.62 0.92 2.93
C -2.51 -0.77 -3.11
C -0.49 -2.80 -2.86
C 3.71 -2.36 -3.25
C 4.21 -1.08 -3.50
C 0.27 -0.15 -3.67
C 4.02 -0.06 -2.56
C -2.26 -1.71 2.79
C 3.66 2.41 1.20
C -3.50 -2.49 0.30
C 3.02 -2.63 -2.08
C -1.12 3.34 0.48
C -1.15 -3.85 1.22
C 0.60 0.67 5.32
H -2.15 1.02 -0.31
H -0.07 -0.35 -4.70
H -4.16 -1.62 0.44
H -0.93 -3.04 -3.84
H 4.14 0.33 1.32
H 1.30 -0.49 -3.56
H -2.73 0.30 -3.20
H 1.21 3.43 3.91
H -0.95 -3.43 -2.09
H -2.61 -1.24 -4.10
H -3.39 -2.69 -0.78
H -2.62 -0.68 2.83
H -1.77 2.19 -2.75
H -0.49 -4.06 0.37
H 3.19 0.45 -0.61
H -3.97 -3.37 0.78
H -4.51 3.54 -0.40
H 2.11 2.67 5.25
H 3.87 -3.16 -3.98
H -4.58 1.91 0.36
H -0.67 4.09 -0.18
H 3.41 2.42 0.14
H -1.59 3.85 1.33
H -1.79 3.90 -2.22
H 3.60 3.37 1.73
H -3.33 3.05 -2.53
H -3.03 -2.38 3.20
H 0.59 -2.99 -2.89
H 2.72 2.52 3.56
H -1.96 -4.60 1.26
H 2.65 -3.63 -1.84
H -3.86 3.28 1.26
H 4.42 0.94 -2.74
H -3.24 -1.22 -2.43
H 4.76 -0.87 -4.42
H 0.22 0.93 -3.48
H 4.39 1.31 2.88
H -0.35 2.66 0.85
H -0.56 -3.91 2.14
H -1.35 -1.79 3.41
H 1.15 1.11 6.15
H -0.48 0.82 5.48
H 0.80 -0.41 5.28

The HOMO energy is -0.5719 hartree. As for the gap between HOMO and LUMO: 5.40 eV. The charge is +3. The calculation puts the energy above the lowest of the compared OMol25 structures with the same formula, charge and spin at 0.00 kcal/mol. Its LUMO energy is -10.162 eV.

Please write out number 3 again, unchanged.
C27H25N3OOsS3 as an isolated structure, computed with ωB97M-V with the def2-TZVPD basis set.

Positions of all 60 atoms, in Å:
Os -0.06 -0.40 0.34
S 3.01 -0.31 1.13
S -0.30 1.97 -0.16
S -4.47 -1.08 1.60
O 1.92 0.05 0.05
N -1.84 -0.68 0.86
N -2.70 2.60 0.98
N -2.79 2.20 -1.17
C 3.29 -4.25 0.32
C -2.02 2.25 -0.09
C 4.51 0.30 -1.10
C 3.42 -2.88 0.19
C 2.99 -2.06 1.23
C -0.58 -5.83 -0.51
C 4.51 0.05 0.26
C -4.13 2.78 0.66
C 0.78 -2.07 -1.81
C 6.90 0.57 -0.98
C -0.16 -4.56 -0.95
C -1.10 -6.01 0.75
C -2.24 2.66 2.35
C -2.99 -0.86 1.18
C 0.39 -4.39 -2.24
C -0.80 -3.66 1.21
C 0.86 -3.16 -2.66
C 2.46 -2.59 2.41
C -0.28 -3.45 -0.08
C 2.35 -3.97 2.53
C 5.73 0.57 -1.72
C 0.18 -2.17 -0.54
C 5.67 0.06 1.02
C -4.15 2.70 -0.88
C 6.87 0.31 0.39
C 2.76 -4.79 1.49
C -1.20 -4.91 1.61
H -0.89 -2.83 1.90
H 2.68 -5.86 1.59
H 3.59 0.32 -1.66
H -0.50 -6.67 -1.19
H 7.84 0.77 -1.46
H -4.29 3.67 -1.35
H -1.60 -5.05 2.61
H 5.64 -0.13 2.09
H 3.63 -4.90 -0.47
H -4.71 1.99 1.13
H 2.15 -1.94 3.22
H 0.46 -5.25 -2.90
H 1.30 -3.05 -3.65
H -2.56 3.60 2.80
H -1.15 2.61 2.37
H 5.76 0.78 -2.78
H 1.96 -4.40 3.44
H -4.90 2.01 -1.25
H 3.85 -2.44 -0.70
H -1.42 -6.99 1.07
H 1.18 -1.12 -2.14
H -4.47 3.74 1.03
H 7.79 0.33 0.97
H -2.66 1.83 2.93
H -2.40 2.12 -2.09

The HOMO energy (alpha / beta) is -0.5049 / -0.5125 hartree. As for the gap between HOMO and LUMO (alpha / beta): 8.34 / 5.63 eV. The charge is +2. As for the multiplicity: 5. The calculation puts the energy above the lowest of the compared OMol25 structures with the same formula, charge and spin at 0.00 kcal/mol. Its LUMO energy (alpha / beta) is -5.399 / -8.316 eV.